C43H51BrFGeN5O2SeSiW as an isolated structure, computed with ωB97M-V/def2-TZVPD.

```
107
Properties=species:S:1:pos:R:3:forces:R:3
W 0.729 0.630 -0.208 0.0 -0.6 0.8
Br 2.003 1.113 2.872 0.0 -0.1 -0.2
Se 1.317 -4.114 -0.366 0.0 0.0 0.0
Ge -1.562 -5.444 0.244 0.0 0.0 0.0
Si -2.538 3.560 1.130 0.1 0.1 -0.1
F 0.553 -1.111 1.250 0.1 0.0 0.5
O 0.939 1.737 -1.914 0.4 0.6 -0.6
O 2.723 1.533 -0.726 0.0 -0.3 0.1
N -1.220 0.975 1.941 0.0 -0.2 0.2
N -1.110 0.686 0.572 0.0 -0.1 -0.4
N -0.551 -0.486 -1.496 0.3 0.6 0.3
N 1.950 -0.907 -1.281 -0.3 0.2 -0.1
N 1.034 2.669 0.811 0.2 -0.1 -0.3
C -2.246 0.136 -0.029 0.0 0.1 0.0
C 0.349 -5.394 0.745 0.0 0.0 0.0
C -0.035 -2.371 3.119 0.0 0.0 0.0
C -1.670 -1.587 4.663 0.0 0.0 0.0
C -4.107 0.575 1.666 0.1 0.0 0.0
C -1.880 -0.463 -1.304 -0.2 0.0 0.0
C 3.582 -1.915 -3.269 0.0 0.0 0.0
C -2.359 3.237 -0.719 -0.1 0.0 0.1
C 1.445 -1.225 -2.498 0.2 0.0 0.0
C -0.812 -1.633 -3.557 0.2 0.1 0.2
C -2.736 -0.984 -2.274 0.0 0.0 0.0
C 4.071 -1.687 -1.998 0.0 0.0 0.0
C -1.141 -0.208 2.726 0.0 0.1 0.0
C -1.856 -0.441 3.905 0.0 -0.1 0.0
C 2.209 1.968 -1.799 -0.7 0.0 -0.2
C 2.941 -5.143 -0.652 0.0 -0.1 0.0
C 3.741 -0.995 0.388 0.0 0.0 0.0
C 1.795 2.711 1.911 -0.2 0.2 -0.1
C -4.321 4.075 1.364 0.1 0.0 0.0
C -3.504 0.040 0.467 0.0 0.0 0.0
C -0.245 -1.221 2.399 0.0 -0.1 -0.1
C -2.169 -3.571 0.285 0.0 0.0 0.0
C -0.763 -2.562 4.280 0.0 0.0 0.0
C -0.012 -1.088 -2.579 0.0 -0.2 -0.2
C 2.455 3.845 2.352 -0.1 -0.1 0.0
C 4.395 3.954 -4.800 0.0 0.0 0.0
C 1.574 4.976 0.445 0.0 0.0 0.0
C 4.989 3.700 -3.569 0.0 0.0 0.0
C -3.554 1.460 2.507 0.0 0.0 -0.1
C 0.934 3.809 0.094 -0.1 0.0 0.1
C -1.662 2.686 3.637 0.0 0.0 0.0
C -2.509 -6.511 1.574 0.0 0.0 0.0
C 2.355 2.921 -4.072 0.0 0.0 0.0
C 3.236 -1.188 -1.004 -0.1 -0.1 0.0
C -1.526 5.052 1.683 0.0 -0.1 0.0
C 2.348 4.996 1.596 0.0 0.1 -0.1
C 3.086 3.566 -5.054 0.0 0.0 0.0
C 2.953 2.660 -2.839 0.2 0.1 0.1
C 2.233 -1.709 -3.521 0.0 0.0 0.1
C -1.713 -6.175 -1.556 0.0 0.0 0.0
C -2.182 2.035 2.345 -0.1 -0.1 0.1
C -2.196 -1.555 -3.404 -0.1 0.0 0.0
C 4.271 3.045 -2.584 -0.1 0.0 -0.1
H -2.737 -6.118 -1.924 0.0 0.0 0.0
H -0.675 3.114 3.467 0.0 0.0 0.0
H 4.717 2.830 -1.622 0.0 0.0 0.0
H 0.701 -3.077 2.761 0.0 0.0 0.0
H 2.700 -6.081 -1.146 0.0 0.0 0.0
H -2.474 -6.026 2.550 0.0 0.0 0.0
H -3.221 2.666 -1.067 0.0 0.0 0.0
H 0.319 3.760 -0.790 0.0 0.0 0.0
H -1.066 -5.623 -2.239 0.0 0.0 0.0
H 4.960 4.463 -5.570 0.0 0.0 0.0
H 1.332 2.621 -4.253 0.0 0.0 0.0
H 2.638 3.771 -6.016 0.0 0.0 0.0
H 3.047 3.806 3.254 0.0 0.0 0.0
H -1.411 -7.222 -1.568 0.0 0.0 0.0
H -1.395 -2.922 -0.133 0.0 0.0 0.0
H 4.161 0.003 0.519 0.0 0.0 0.0
H -2.408 4.214 -1.209 0.0 0.0 0.0
H -0.535 4.843 2.078 0.0 0.0 0.0
H -3.555 -6.650 1.302 0.0 0.0 0.0
H -3.078 -3.440 -0.304 0.0 0.0 0.0
H 2.861 5.898 1.902 0.0 0.0 0.0
H -2.589 0.271 4.245 0.0 0.0 0.0
H -2.371 -3.251 1.309 0.0 0.0 0.0
H 6.008 4.010 -3.383 0.0 0.0 0.0
H 0.452 -5.117 1.793 0.1 0.0 0.0
H -4.151 1.819 3.340 0.0 0.0 0.0
H 3.594 -4.563 -1.301 0.0 0.0 0.0
H -4.184 -0.540 -0.143 0.0 0.0 0.0
H -0.621 -3.454 4.874 0.0 0.0 0.0
H -2.076 5.585 2.460 0.0 0.0 0.0
H -4.571 4.291 2.404 0.0 0.0 0.0
H -1.466 2.727 -1.073 0.0 0.0 0.1
H 5.103 -1.892 -1.749 0.0 0.0 0.0
H 4.234 -2.281 -4.050 0.0 0.0 0.0
H -2.052 -7.496 1.665 0.0 0.0 0.0
H 0.825 -6.366 0.613 -0.1 0.0 -0.1
H -2.845 -1.970 -4.163 0.0 0.0 0.0
H -2.322 3.493 3.959 0.0 0.0 0.0
H -1.415 5.741 0.842 0.0 0.0 0.0
H 1.454 5.853 -0.174 0.0 0.0 0.0
H -4.461 5.003 0.803 0.0 0.0 0.0
H 3.444 -5.334 0.293 0.0 0.0 0.0
H -1.578 1.987 4.467 0.0 0.0 0.0
H 2.941 -1.145 1.110 0.0 0.0 0.0
H -5.120 0.245 1.856 0.0 0.0 0.0
H -2.253 -1.713 5.564 0.0 0.0 0.0
H -5.032 3.341 0.987 0.0 0.0 0.0
H -3.805 -0.942 -2.133 0.0 0.0 0.0
H 4.521 -1.727 0.593 0.0 0.0 0.0
H 1.807 -1.931 -4.488 0.0 0.0 0.0
H -0.380 -2.137 -4.409 0.0 0.0 0.0
```
Positions in Å, forces in eV/Å.

Total charge ... +2
Total energy ... -261278.0850 eV
HOMO energy (spin up / spin down) ... -12.28 / -12.28 eV
Orbital gap (spin up / spin down) ... 5.61 / 5.61 eV



C43H52As2N2O4P2Se2V as an isolated structure, computed with ωB97M-V/def2-TZVPD.

```
108
Properties=species:S:1:pos:R:3:forces:R:3
Se 3.298 0.173 3.120 0.4 -0.1 0.4
Se 2.955 0.290 -0.340 0.3 -0.1 -0.5
As 1.307 -2.326 1.703 -0.2 -1.2 0.4
As -0.708 -0.166 3.006 0.1 -0.5 0.7
V 1.517 0.169 1.476 -0.4 0.9 -0.5
P -1.419 2.226 -1.705 -0.6 0.0 -0.3
P -1.499 -0.727 -1.179 0.0 -0.1 0.2
O 5.386 -2.286 2.805 0.0 0.0 -0.1
O -0.573 -0.726 0.003 0.1 0.5 -0.2
O 7.342 1.079 0.713 0.0 -0.1 0.0
O -0.119 2.062 -1.000 0.3 -0.2 -0.5
N -0.098 2.668 1.442 -0.1 0.4 1.1
N 1.059 2.189 1.940 -0.6 0.2 0.0
C -4.678 -2.875 0.128 0.0 0.0 0.0
C 2.205 -3.297 3.131 0.2 0.1 -0.1
C 0.538 -1.270 -5.226 0.0 0.0 0.0
C 0.419 4.021 3.073 0.2 0.0 0.2
C 0.188 2.640 -5.381 0.0 0.0 0.0
C 0.690 -1.025 -2.838 -0.1 0.1 0.1
C -2.511 0.808 -1.358 0.5 -0.1 0.0
C 5.505 -0.422 1.134 -0.2 0.1 0.2
C -2.293 3.692 -1.114 0.1 0.0 -0.1
C -2.376 2.576 -4.299 0.1 -0.1 0.0
C -1.488 4.805 -0.858 -0.1 -0.1 -0.1
C -3.436 6.049 -0.202 0.0 0.0 0.0
C -2.324 0.777 3.562 0.0 0.1 -0.3
C -1.260 2.397 -3.483 0.0 0.1 0.1
C 5.244 -1.904 1.447 0.1 0.1 0.2
C -0.881 -4.227 2.070 0.0 0.1 0.0
C -3.741 -1.874 -0.067 0.0 0.0 -0.1
C 1.304 -1.191 -4.072 0.0 0.0 -0.1
C -0.509 3.769 2.085 0.2 -0.2 0.0
C -2.062 5.981 -0.402 -0.1 0.0 0.0
C -0.492 -2.898 2.198 -0.1 0.0 -0.1
C 0.071 -0.379 4.789 0.0 0.1 0.1
C 4.889 -0.076 -0.220 -0.1 0.0 0.1
C -0.694 -0.933 -2.766 -0.2 -0.1 -0.1
C -0.849 -1.172 -5.157 0.0 0.0 0.0
C -2.660 -3.208 -1.759 0.0 0.0 0.0
C 1.380 3.009 2.939 0.0 0.3 0.1
C -3.595 -4.213 -1.554 0.0 0.0 0.0
C -4.240 4.949 -0.467 0.0 -0.1 0.0
C -3.671 3.767 -0.926 0.1 0.0 0.0
C -4.605 -4.045 -0.618 0.0 0.0 0.0
C -1.466 -1.006 -3.929 0.0 0.0 0.0
C -0.921 2.809 -6.197 0.0 0.1 0.0
C -2.652 -2.378 3.124 0.1 0.0 0.1
C 0.023 2.439 -4.017 0.0 -0.1 0.0
C 1.662 -3.485 0.178 -0.1 0.2 -0.1
C -2.203 2.775 -5.659 -0.1 0.0 0.0
C -3.038 -3.703 2.984 0.0 0.0 0.0
C 7.025 -0.276 0.993 0.0 0.2 0.0
C 5.012 0.562 2.211 -0.3 -0.2 -0.1
C -2.736 -2.028 -1.024 0.0 0.0 0.0
C -2.148 -4.633 2.467 0.0 0.0 0.0
C -1.374 -1.973 2.753 0.0 0.0 -0.1
H 5.329 0.849 -0.584 0.1 0.0 -0.1
H -5.337 -4.828 -0.466 0.0 0.0 0.0
H 1.279 -0.938 -1.935 0.0 -0.1 -0.1
H -5.464 -2.747 0.862 0.0 0.0 0.0
H 3.284 -3.248 3.025 0.1 0.0 0.0
H -3.075 0.765 2.774 0.0 0.0 0.0
H 0.409 4.812 3.803 0.0 0.0 -0.1
H 2.288 2.855 3.496 0.0 -0.2 0.0
H -5.311 5.009 -0.316 0.0 0.0 0.0
H 1.007 -0.928 4.717 0.0 0.0 0.0
H -3.065 2.918 -6.298 0.0 0.0 0.0
H -3.246 0.658 -2.151 -0.1 0.0 0.1
H -1.442 6.845 -0.198 0.0 0.0 0.0
H -2.080 1.809 3.804 0.1 0.0 0.0
H -2.548 -0.940 -3.873 0.0 0.0 0.0
H -4.300 2.908 -1.138 0.0 0.1 0.0
H 7.371 -0.937 0.191 0.0 0.0 0.0
H 6.195 -1.914 3.168 0.0 0.0 0.0
H 2.520 -3.105 -0.371 0.0 0.0 0.0
H -3.536 -5.129 -2.128 0.0 0.0 0.0
H -3.784 -0.969 0.530 0.0 -0.1 0.0
H 8.263 1.143 0.450 0.0 0.0 0.0
H -0.612 -0.901 5.457 0.0 0.0 0.0
H -0.188 -4.955 1.665 0.0 0.0 0.0
H 0.789 -3.463 -0.472 0.0 0.0 0.0
H 1.861 -4.503 0.502 0.0 0.0 0.1
H 1.946 -2.840 4.083 0.0 0.0 0.0
H 1.184 2.674 -5.803 0.0 0.0 0.0
H 1.862 -4.330 3.120 0.0 0.0 0.0
H -3.375 2.570 -3.873 0.0 0.0 0.0
H 7.505 -0.595 1.928 0.0 0.0 0.0
H -1.444 -1.229 -6.059 0.0 0.0 0.0
H -4.030 -4.011 3.292 0.0 0.0 0.0
H -2.435 -5.674 2.382 0.0 0.0 0.0
H -1.395 4.303 1.779 0.0 -0.1 0.1
H 5.735 0.644 3.020 0.0 0.0 0.0
H 5.916 -2.514 0.831 -0.1 0.0 -0.2
H -2.721 0.293 4.452 0.0 0.0 0.0
H -1.873 -3.343 -2.492 0.0 0.0 0.0
H 2.383 -1.254 -4.130 0.0 0.0 0.0
H -3.017 0.995 -0.408 -0.1 -0.1 0.0
H 4.218 -2.136 1.164 -0.1 -0.1 0.1
H 0.872 2.312 -3.354 0.0 0.0 -0.1
H -3.354 -1.662 3.534 0.0 0.0 0.0
H 0.299 0.607 5.197 0.0 0.0 0.0
H -0.417 4.722 -1.006 0.0 0.1 0.0
H -3.889 6.960 0.170 0.0 0.0 0.0
H -0.489 2.221 0.628 0.2 0.0 -0.6
H 5.098 -0.866 -0.942 -0.1 0.0 -0.1
H 4.889 1.541 1.758 0.2 0.1 0.0
H 1.018 -1.412 -6.186 0.0 0.0 0.0
H -0.789 2.998 -7.255 0.0 -0.1 0.0
```
Positions in Å, forces in eV/Å.

Multiplicity ... 3
Total charge ... +1
Total energy ... -353238.4679 eV
HOMO energy (spin up / spin down) ... -9.05 / -9.44 eV
<S²> ... 2.06
Orbital gap (spin up / spin down) ... 6.62 / 7.62 eV



C43H52BFeN12O2S4Se as an isolated structure, computed with ωB97M-V/def2-TZVPD.

```
116
Properties=species:S:1:pos:R:3:forces:R:3
Se 2.402 -0.449 4.301 -0.2 -0.6 0.1
Fe 0.463 0.351 1.368 1.6 1.9 1.5
S -0.230 -1.460 2.663 0.0 -0.2 0.4
S 2.460 0.424 0.261 0.2 -0.7 -0.4
S -1.073 2.127 3.859 -0.2 -0.2 0.5
S -2.485 -0.356 1.902 -0.4 0.0 -0.3
O -2.429 2.567 3.713 -0.2 0.3 -0.1
O -0.877 0.815 4.441 0.3 0.0 -0.2
N -0.690 -2.464 0.321 0.0 -0.3 0.7
N 3.773 0.402 4.921 0.5 0.4 0.3
N 1.041 -1.303 -1.152 0.8 0.2 0.2
N 2.094 0.715 3.005 -0.1 0.4 0.0
N -0.924 4.149 1.505 -0.1 0.0 0.1
N 0.262 2.489 0.295 -0.2 0.0 0.3
N -0.383 2.003 2.365 0.0 -0.8 0.1
N 2.175 6.046 6.827 0.1 0.0 0.0
N -0.874 0.487 -1.641 0.4 0.0 -0.4
N -1.030 -0.012 -0.393 -1.6 0.5 -0.1
N 0.760 -2.101 -2.184 -0.4 -0.2 -0.2
N -1.263 -3.221 -0.609 -0.3 0.1 -0.4
C -1.364 -3.911 2.091 0.0 -0.1 0.0
C -2.494 2.814 -4.043 0.1 0.0 0.1
C -2.096 0.362 0.402 0.2 -0.5 0.0
C 3.936 1.513 4.215 -0.4 -0.3 -0.1
C -2.495 -4.503 -2.660 0.0 0.0 0.2
C -0.816 4.954 0.460 0.1 -0.1 0.1
C -0.174 4.630 4.414 0.0 0.1 0.2
C -0.152 4.596 -0.708 0.0 0.0 -0.1
C -4.101 -5.227 -0.891 0.1 0.0 0.0
C -0.736 -2.741 1.622 0.0 0.1 -0.3
C -0.164 1.888 -4.033 -0.1 0.0 0.1
C 2.987 1.702 3.142 -0.3 -0.3 0.2
C -1.941 -4.694 1.129 0.2 0.2 0.0
C 4.944 2.481 4.455 0.3 0.4 -0.1
C 4.969 3.598 3.680 0.2 -0.3 0.4
C -1.896 -4.307 -0.233 0.0 -0.1 0.1
C 1.408 5.142 6.166 -0.1 -0.1 -0.1
C 0.379 3.321 -0.731 0.1 0.0 -0.2
C -1.617 1.638 -3.611 0.0 -0.1 -0.2
C 0.596 5.547 5.090 0.1 -0.1 0.1
C -2.615 -5.137 -1.277 -0.1 0.0 -0.1
C -0.144 3.290 4.793 -0.2 -0.2 -0.6
C 4.007 3.805 2.654 -0.4 -0.1 -0.3
C 1.276 -3.187 -4.289 -0.1 -0.1 0.0
C 1.288 -4.643 -3.792 0.0 0.1 0.0
C 2.260 -3.045 -5.454 0.0 0.0 0.1
C -0.369 2.935 1.405 -0.4 0.8 -0.3
C 0.632 2.875 5.866 0.1 -0.2 0.0
C -3.997 1.963 0.858 -0.1 0.0 0.1
C -2.937 1.425 -0.043 -0.1 0.3 -0.3
C 3.044 2.884 2.365 0.1 0.4 -0.2
C 4.608 -0.327 -1.740 0.0 0.0 0.0
C -0.118 -2.783 -4.786 0.1 0.0 0.1
C -1.446 -4.187 3.556 0.0 0.0 0.0
C -2.744 1.896 -1.309 0.0 -0.2 0.4
C 1.406 3.789 6.545 0.1 0.1 0.0
C -1.719 1.352 -2.121 0.1 -0.1 0.1
C 1.659 -2.305 -3.110 0.2 0.1 0.0
C -1.991 -6.543 -1.292 0.0 0.1 0.0
C 2.960 -1.754 -2.993 0.0 0.2 0.3
C 3.257 -0.923 -1.956 0.0 -0.1 -0.2
C -2.144 0.356 -4.288 0.0 0.1 0.1
C 2.214 -0.657 -1.028 0.0 -0.1 -0.1
B -0.050 -1.118 -0.076 0.0 -0.8 -1.2
H -2.230 3.735 -3.519 0.0 0.0 0.0
H 5.032 -0.709 -0.808 0.0 0.0 0.0
H 0.497 1.124 -3.623 0.0 0.0 -0.1
H -1.987 -5.110 3.748 0.0 0.0 0.0
H -2.473 -5.592 1.413 0.0 0.0 0.0
H 5.277 -0.574 -2.559 0.0 0.0 0.0
H 2.298 -4.938 -3.501 0.0 0.0 0.0
H 2.686 5.782 7.648 0.0 0.0 0.0
H 3.234 -3.481 -5.230 0.0 0.0 0.0
H -1.562 -0.508 -3.971 0.0 0.0 0.0
H -0.451 -4.259 3.997 0.0 0.0 0.0
H 5.666 2.299 5.238 0.0 0.0 0.0
H -0.833 -2.771 -3.968 0.0 0.1 -0.1
H 0.925 2.941 -1.588 0.0 0.0 0.0
H -3.380 2.682 -1.691 0.0 0.0 0.0
H -4.542 -4.231 -0.815 0.0 0.0 0.0
H -4.418 2.880 0.451 0.0 0.0 0.0
H 2.392 -2.001 -5.743 0.0 0.0 0.0
H 3.722 -1.997 -3.719 0.0 0.0 0.0
H -4.805 1.237 0.983 0.0 0.0 0.0
H -1.451 -4.365 -2.926 -0.1 0.0 0.0
H -0.805 4.933 3.594 0.0 0.1 0.0
H -2.083 0.454 -5.372 0.0 0.0 0.0
H 0.635 -4.763 -2.927 0.0 0.0 0.0
H -3.553 2.606 -3.880 0.0 0.0 0.0
H -4.254 -5.747 0.055 0.0 0.0 0.0
H -0.052 5.277 -1.539 0.0 0.0 0.0
H -2.471 -7.144 -2.064 0.0 0.0 0.0
H -2.990 -3.532 -2.686 0.0 0.0 -0.1
H -2.356 2.981 -5.110 0.0 0.0 0.0
H 2.120 7.022 6.602 0.0 0.0 0.1
H -0.923 -6.493 -1.511 0.0 0.0 0.0
H 0.170 2.869 -3.692 0.0 0.0 0.0
H -3.189 0.183 -4.022 0.0 0.0 0.0
H -0.074 -1.789 -5.236 -0.1 0.0 0.0
H 0.951 -5.308 -4.587 0.0 0.0 0.0
H -0.091 1.869 -5.120 0.0 0.0 0.0
H 4.043 4.728 2.089 0.0 0.0 0.0
H 2.317 3.047 1.580 0.1 0.1 0.0
H -1.272 5.932 0.577 0.0 0.0 -0.1
H -0.461 -3.484 -5.547 0.0 0.0 0.0
H 5.735 4.345 3.836 0.0 0.0 0.0
H -2.125 -7.056 -0.339 0.0 0.0 0.0
H -3.592 2.162 1.854 0.0 0.1 0.0
H 2.023 3.468 7.375 -0.1 0.0 0.0
H -1.957 -3.363 4.059 0.0 0.0 0.0
H 1.859 -3.577 -6.316 0.0 0.0 0.0
H -4.638 -5.777 -1.663 0.0 0.0 0.0
H 4.544 0.757 -1.635 0.0 0.0 -0.1
H 0.576 6.593 4.810 0.0 0.0 0.0
H -2.962 -5.150 -3.402 0.0 0.0 0.0
H 0.598 1.843 6.188 0.1 -0.1 -0.1
```
Positions in Å, forces in eV/Å.

Multiplicity ... 6
Total charge ... +2
Total energy ... -211149.6703 eV
HOMO energy (spin up / spin down) ... -11.74 / -11.74 eV
<S²> ... 8.85
Orbital gap (spin up / spin down) ... 5.14 / 4.25 eV